Below is a molecular structure, C42H42AsIrN3O3P2, with properties calculated with ωB97M-V/def2-TZVPD.

Element x y z (Å)
Ir  -0.304  0.227  -0.999
O  -1.752  -0.554  -2.216
C  -2.991  -0.806  -1.860
C  -3.777  -1.624  -2.697
C  -5.091  -1.897  -2.398
C  -5.702  -1.357  -1.261
C  -4.955  -0.543  -0.443
C  -3.603  -0.257  -0.711
C  -2.956  0.612  0.249
N  -1.693  0.954  0.327
N  -1.531  1.757  1.474
C  -0.389  2.060  1.967
O  0.859  1.789  1.528
C  -0.368  2.803  3.257
C  -1.534  2.903  4.015
C  -1.518  3.590  5.215
C  -0.343  4.180  5.666
C  0.818  4.078  4.914
C  0.809  3.388  3.711
H  -3.319  -2.027  -3.592
H  -5.662  -2.535  -3.060
H  -6.737  -1.570  -1.038
H  -5.407  -0.098  0.435
H  -3.593  1.012  1.029
H  -2.440  2.433  3.660
H  -2.423  3.665  5.802
H  -0.335  4.719  6.603
H  1.734  4.535  5.262
H  1.713  3.312  3.124
C  2.579  -2.001  -0.100
N  1.599  -1.478  0.814
P  0.011  -1.748  0.482
C  -0.128  -3.524  0.130
C  0.656  -4.445  0.822
C  0.502  -5.797  0.578
C  -0.440  -6.244  -0.342
C  -1.235  -5.334  -1.020
C  -1.078  -3.975  -0.780
C  -0.781  -1.491  2.087
C  -2.162  -1.639  2.193
C  -2.792  -1.448  3.411
C  -2.044  -1.109  4.530
C  -0.667  -0.976  4.431
C  -0.031  -1.175  3.215
P  1.213  1.535  -0.061
C  1.140  3.210  -0.725
C  0.084  3.580  -1.550
C  -0.046  4.893  -1.979
C  0.877  5.844  -1.577
C  1.937  5.485  -0.751
C  2.068  4.176  -0.327
C  2.978  1.229  0.063
C  3.609  0.940  1.267
C  4.975  0.706  1.286
C  5.706  0.746  0.108
C  5.075  1.028  -1.096
C  3.712  1.273  -1.120
H  2.287  -2.913  -0.630
H  3.507  -2.185  0.447
H  2.798  -1.238  -0.856
H  1.381  -4.106  1.550
H  1.115  -6.510  1.112
H  -0.558  -7.304  -0.520
H  -1.978  -5.677  -1.727
H  -1.707  -3.263  -1.299
H  -2.751  -1.914  1.326
H  -3.864  -1.565  3.488
H  -2.534  -0.956  5.482
H  -0.084  -0.717  5.304
H  1.038  -1.060  3.128
H  -0.645  2.838  -1.860
H  -0.870  5.172  -2.620
H  0.773  6.869  -1.903
H  2.660  6.227  -0.441
H  2.899  3.899  0.309
H  3.033  0.890  2.179
H  5.471  0.491  2.222
H  6.771  0.559  0.127
H  5.645  1.063  -2.014
H  3.217  1.499  -2.057
C  2.213  -1.182  -4.928
As  0.558  -1.001  -3.993
C  -0.154  -2.761  -3.794
C  -0.559  0.105  -5.079
O  1.005  -0.303  -2.517
H  2.059  -1.749  -5.845
H  2.921  -1.703  -4.285
H  2.599  -0.193  -5.166
H  -0.256  -3.228  -4.773
H  -1.114  -2.696  -3.294
H  0.547  -3.334  -3.187
H  -0.653  -0.347  -6.065
H  -0.071  1.076  -5.170
H  -1.528  0.210  -4.603

Relative energy (zero: lowest compared OMol25 entry of this formula, charge and spin): 1.693 eV
Gap between HOMO and LUMO (spin up / spin down): 6.125 / 6.125 eV
Net charge: +1
Calculated total energy: -5038.3059 Ha
Strongest force on any atom: 0.0964 hartree/bohr
HOMO energy (spin up / spin down): -9.493 / -9.493 eV
LUMO energy (spin up / spin down): -3.37 / -3.37 eV